C35H32Cl5EuN2O5P | wB97M-V/def2-TZVPD

Cartesian coordinates (Å):
Eu1 0.25572 -0.57625 -0.38778
C1 -2.29682 3.20376 -0.17000
C2 -1.44560 2.10801 -0.77838
O1 -0.65199 1.45839 0.00748
C3 -1.61442 1.81279 -2.13733
C4 -0.85672 0.85334 -2.82739
C5 -1.49760 0.15478 -4.00319
N1 0.44324 0.53063 -2.51407
N2 1.19037 1.51976 -1.99414
C6 2.11548 1.28009 -1.09459
O2 2.24593 0.20669 -0.38317
C7 3.12835 2.36195 -0.93835
C8 3.93462 2.41121 0.19324
C9 4.93649 3.36145 0.30560
C10 5.15758 4.26259 -0.72585
C11 4.35393 4.22323 -1.85845
C12 3.34052 3.28604 -1.96148
H1 -2.55471 2.94504 0.85625
H2 -3.20607 3.35928 -0.75289
H3 -1.73808 4.14604 -0.14833
H4 -2.46942 2.24406 -2.64921
H5 -2.14261 0.85966 -4.53760
H6 -2.11941 -0.68275 -3.67167
H7 -0.74201 -0.22512 -4.69142
H8 3.76372 1.68804 0.97735
H9 5.55613 3.40373 1.19336
H10 5.96517 4.98161 -0.66044
H11 4.52544 4.92367 -2.66679
H12 2.69560 3.24092 -2.82829
Cl1 0.38681 -2.47201 -3.26116
C13 1.70642 -2.96110 -2.25122
C14 1.57820 -2.68194 -0.88581
C15 2.66357 -3.15396 -0.14258
Cl2 2.52944 -3.10581 1.58757
C16 3.80654 -3.73936 -0.67545
Cl3 5.12682 -4.21382 0.33430
C17 3.87489 -3.95813 -2.04627
Cl4 5.27315 -4.68770 -2.74621
C18 2.79312 -3.60055 -2.84024
Cl5 2.81557 -3.95507 -4.52979
C19 -5.01379 -4.12897 -3.80893
O3 -5.54873 -3.96173 -2.51569
C20 -4.76560 -3.30024 -1.60374
C21 -5.28010 -3.24996 -0.29121
C22 -4.57670 -2.62977 0.72635
C23 -3.32100 -2.02804 0.50929
C24 -2.54913 -1.39624 1.54128
C25 -3.19500 -0.99896 2.85733
O4 -1.31040 -1.11627 1.38536
C26 -2.77880 -2.08111 -0.85974
O5 -1.66680 -1.56897 -1.16986
C27 -3.55439 -2.71956 -1.87296
H13 -5.74103 -4.72050 -4.36033
H14 -4.05706 -4.65953 -3.78081
H15 -4.86960 -3.16842 -4.31315
H16 -6.22990 -3.73187 -0.09610
H17 -4.98867 -2.65377 1.72308
H18 -4.24658 -1.25877 2.92311
H19 -3.10634 0.08569 2.96395
H20 -2.66341 -1.45409 3.69702
H21 -3.11025 -2.74602 -2.85933
C28 3.07114 -0.09779 3.12671
P1 1.35535 -0.12128 2.43608
C29 0.56601 -1.01798 3.86101
C30 0.83996 1.58868 2.88554
C31 1.72889 2.63912 3.09390
C32 1.26208 3.90798 3.41373
C33 -0.09547 4.13808 3.56029
C34 -0.99137 3.09809 3.34722
C35 -0.52725 1.84379 2.99278
H22 3.77760 0.28162 2.38873
H23 3.36020 -1.11912 3.35883
H24 3.11905 0.50275 4.03497
H25 0.44544 -0.36205 4.72326
H26 1.20214 -1.86187 4.13367
H27 -0.40234 -1.40038 3.55399
H28 2.79640 2.48801 2.99734
H29 1.96747 4.71886 3.55299
H30 -0.45518 5.12519 3.82410
H31 -2.05457 3.27795 3.45439
H32 -1.21968 1.04437 2.76995

2S+1: 7
Total charge: -1
Frontier orbital gap (alpha / beta) in Eh: 0.1675 / 0.1985



C4H5NO | wB97M-V/def2-TZVPD

Cartesian coordinates (Å):
O1 1.31789 -0.04703 1.98190
C1 0.62638 -0.06462 0.99737
C2 0.86264 -0.62089 -0.41904
C3 -0.23758 0.39631 -0.85952
N1 -1.48858 0.00646 -0.29979
C4 -0.59222 0.71490 0.59213
H1 1.88529 -0.46891 -0.76251
H2 0.62463 -1.69699 -0.50813
H3 -0.32421 1.16087 -1.64270
H4 -1.66324 -0.97718 -0.13702
H5 -1.01101 1.59707 1.05732

Total charge: 0
Energy above the lowest of the compared OMol25 structures with the same formula, charge and spin in kcal/mol: 50.6
SMILES: O=C1C[C@H]2N[C@@H]12
Frontier orbital gap in Eh: 0.3828



C3H10BN | wB97M-V/def2-TZVPD

Cartesian coordinates (Å):
C1 1.93504 -0.40285 0.18435
C2 0.97859 0.46069 -0.62441
C3 -0.28363 0.91391 0.16464
B1 -1.24799 -0.30652 0.39800
N1 -2.67227 -0.25574 0.11709
H1 1.47038 -1.30391 0.56638
H2 2.74189 -0.73354 -0.46952
H3 2.39814 0.14609 1.00058
H4 1.50780 1.34162 -0.97564
H5 0.63164 -0.13243 -1.46959
H6 -0.78247 1.68713 -0.41581
H7 0.03875 1.30201 1.13186
H8 -0.76688 -1.32752 0.80499
H9 -2.86074 -0.27516 -0.88319
H10 -3.08824 -1.11380 0.47027

Total charge: 0
Energy above the lowest of the compared OMol25 structures with the same formula, charge and spin in kcal/mol: 10.1
SMILES: CCCBN
Frontier orbital gap in Eh: 0.3876



C34H38BaBr4N11O4 | wB97M-V/def2-TZVPD

Cartesian coordinates (Å):
Ba1 0.02966 -0.40653 0.47331
N1 3.12516 0.75937 2.36111
C1 2.23176 1.73467 2.48711
N2 2.49686 2.69857 3.38041
C2 1.65026 3.71587 3.38501
N3 1.89426 4.73137 4.24801
N4 0.60536 3.84567 2.56131
C3 0.40036 2.81607 1.74371
N5 1.15706 1.73757 1.67721
C4 -0.75794 2.92677 0.84501
C5 -1.67764 3.95207 1.05441
C6 -2.76904 4.05237 0.21081
C7 -2.87884 3.14987 -0.83489
C8 -1.89464 2.18067 -0.97249
N6 -0.87114 2.05497 -0.14949
H1 3.82686 0.67867 3.07601
H2 2.83116 -0.07483 1.84841
H3 2.51716 4.52997 5.01301
H4 1.14686 5.38767 4.39741
H5 -1.52284 4.63607 1.87181
H6 -3.51994 4.81427 0.36421
H7 -3.70244 3.19397 -1.53079
H8 -1.93334 1.46177 -1.77529
Br1 -6.98354 -1.14843 -1.01619
C9 -5.34524 -0.69933 -0.16329
C10 -5.33204 -0.27513 1.14851
Br2 -6.94574 -0.10313 2.13051
C11 -4.10964 0.00747 1.75401
Br3 -4.01674 0.67677 3.53091
C12 -2.88284 -0.15883 1.12331
O1 -1.76774 0.05417 1.71251
C13 -2.89444 -0.60243 -0.25369
O2 -1.78234 -0.78403 -0.87089
C14 -4.13324 -0.82973 -0.84239
Br4 -4.10004 -1.35563 -2.66899
O3 3.20476 -2.57273 2.55301
C15 2.10916 -2.25013 2.10141
O4 1.89906 -1.37493 1.21251
C16 0.87336 -2.93093 2.66721
C17 1.00516 -3.65223 3.87151
C18 -0.10704 -4.20823 4.43391
C19 -1.35124 -4.06403 3.78641
C20 -2.55034 -4.59883 4.29761
C21 -3.72234 -4.44473 3.61181
C22 -3.74294 -3.74793 2.39241
C23 -2.59594 -3.21693 1.87051
C24 -1.37374 -3.34573 2.55811
N7 -0.26284 -2.79013 2.03331
H9 1.99006 -3.71673 4.30981
H10 -0.05884 -4.75493 5.36611
H11 -2.52064 -5.13363 5.23741
H12 -4.63994 -4.85973 4.00411
H13 -4.68164 -3.63333 1.87091
H14 -2.57964 -2.67173 0.94091
N8 -0.07194 -0.37793 -3.69479
C25 -0.68444 -1.42823 -4.50429
C26 -0.72084 -2.75633 -3.75399
C27 0.63766 -3.42943 -3.57189
C28 1.59886 -2.68083 -2.65309
N9 1.03676 -2.52333 -1.31559
H15 -0.43494 -0.47383 -2.74719
H16 -0.36384 0.52997 -4.04479
H17 -0.09764 -1.53013 -5.42759
H18 -1.72194 -1.18293 -4.79149
H19 -1.36254 -3.44343 -4.30869
H20 -1.17104 -2.58793 -2.77619
H21 1.11666 -3.54493 -4.54779
H22 0.47416 -4.43103 -3.15749
H23 1.79306 -1.69153 -3.06919
H24 2.54886 -3.24473 -2.62799
H25 1.78626 -2.38293 -0.64929
H26 0.57446 -3.38673 -1.04379
C29 1.65686 3.05807 -1.89809
C30 2.66486 3.77557 -2.82959
N10 3.91096 3.02007 -2.88919
C31 3.62636 1.66097 -3.34169
C32 2.68646 0.95837 -2.33549
N11 2.29336 1.89787 -1.29059
C33 3.48436 2.32707 -0.56899
C34 4.49356 2.96367 -1.55339
H27 0.78106 2.70937 -2.44809
H28 1.32056 3.72197 -1.09699
H29 2.90616 4.77647 -2.46069
H30 2.28006 3.86737 -3.84909
H31 4.58036 1.13657 -3.44409
H32 3.16626 1.73027 -4.32999
H33 3.17826 0.11797 -1.84749
H34 1.78566 0.58957 -2.82489
H35 3.90696 1.45557 -0.06849
H36 3.18416 3.04347 0.19861
H37 5.41576 2.38137 -1.61749
H38 4.75416 3.98387 -1.25739

Total charge: -1
Energy above the lowest of the compared OMol25 structures with the same formula, charge and spin in kcal/mol: 34.5
Frontier orbital gap in Eh: 0.2301



C39H42N8O4S2Ti | wB97M-V/def2-TZVPD

Cartesian coordinates (Å):
Ti1 -0.48958 -0.61221 0.20708
C1 -1.43998 -2.71780 4.15498
O1 -0.19438 -3.20223 3.54332
C2 0.03878 -2.38767 2.53955
N1 -0.85036 -1.52710 2.21608
C3 -2.02867 -1.77663 3.08627
C4 -2.63618 -0.51817 3.64616
C5 -4.00752 -0.31683 3.58836
C6 -4.56903 0.83167 4.13481
C7 -3.75981 1.78108 4.73979
C8 -2.38555 1.57720 4.81214
C9 -1.82770 0.42981 4.27078
C10 1.33703 -2.47610 1.84242
C11 2.30029 -3.38042 2.24835
C12 3.51890 -3.37712 1.59039
C13 3.73465 -2.42386 0.60934
C14 2.71775 -1.53292 0.28404
N2 1.49940 -1.58420 0.84823
C15 3.04688 -0.40765 -0.62960
N3 2.38026 0.67090 -0.75076
C16 3.14167 1.54596 -1.67581
C17 4.48971 0.81364 -1.80467
O2 4.20040 -0.51713 -1.27985
C18 3.22741 2.96599 -1.17810
C19 3.07990 4.02200 -2.06943
C20 3.19336 5.33479 -1.62983
C21 3.44723 5.59804 -0.29194
C22 3.60042 4.54659 0.60388
C23 3.49570 3.23620 0.16166
H1 -1.15948 -2.18814 5.06407
H2 -2.05644 -3.57775 4.39324
H3 -2.77039 -2.30373 2.47996
H4 -4.64331 -1.06224 3.12357
H5 -5.64099 0.97576 4.10275
H6 -4.19969 2.66569 5.18071
H7 -1.75821 2.30191 5.31576
H8 -0.76151 0.25307 4.35921
H9 2.08780 -4.06132 3.06046
H10 4.29695 -4.07894 1.85892
H11 4.68701 -2.34129 0.10666
H12 2.62827 1.55254 -2.64213
H13 5.26773 1.25247 -1.18115
H14 4.84562 0.70178 -2.82358
H15 2.90100 3.81860 -3.12096
H16 3.10097 6.15119 -2.33406
H17 3.54582 6.61919 0.05051
H18 3.82360 4.75105 1.64277
H19 3.64679 2.42103 0.86176
O3 -0.51138 0.01459 -1.53612
C24 -1.50869 0.00677 -2.55380
C25 -0.90635 -0.19213 -3.93303
C26 0.29016 0.72029 -4.23536
C27 0.05062 2.17363 -3.96407
C28 -0.11494 3.14482 -4.93344
C29 -0.31992 4.46594 -4.55889
C30 -0.34984 4.81686 -3.21242
C31 -0.18470 3.82744 -2.27558
N4 0.00050 2.55763 -2.67119
H20 0.06956 1.80993 -1.97113
H21 -2.05910 0.95388 -2.50161
H22 -2.23498 -0.78679 -2.36885
H23 -1.69323 -0.04983 -4.67602
H24 -0.55753 -1.22177 -4.03404
H25 0.58117 0.60630 -5.27835
H26 1.13635 0.39217 -3.62606
H27 -0.07779 2.86271 -5.97631
H28 -0.45072 5.22560 -5.31864
H29 -0.49590 5.83944 -2.89755
H30 -0.18575 4.00332 -1.20968
N5 -2.63068 2.17062 0.88073
C32 -3.24275 0.99825 0.59970
N6 -2.59324 -0.12404 0.36066
C33 -3.47986 -1.15356 0.04718
C34 -4.78099 -0.80243 0.05129
S1 -4.94947 0.86797 0.43902
C35 -2.88193 -2.44424 -0.29178
C36 -3.49436 -3.62501 -0.51169
S2 -2.34250 -4.82342 -0.96244
C37 -1.08503 -3.66237 -0.81389
N7 -1.49401 -2.46597 -0.44414
N8 0.22267 -3.97652 -1.01978
H31 -1.65468 2.11688 1.12951
H32 -3.16608 2.88669 1.34635
H33 -5.64484 -1.40505 -0.17641
H34 -4.54314 -3.86449 -0.44945
H35 0.42763 -4.87072 -1.43939
H36 0.81753 -3.22670 -1.33765
C38 1.70833 1.07607 3.00509
C39 0.72808 1.89209 2.19652
O4 0.37784 1.24654 0.94207
H37 1.99029 1.62088 3.90688
H38 2.61923 0.88229 2.43632
H39 1.27313 0.12325 3.30679
H40 1.14179 2.87116 1.95079
H41 -0.20648 2.03726 2.73937
H42 1.18538 1.22612 0.34672

2S+1: 2
Total charge: +3
Energy above the lowest of the compared OMol25 structures with the same formula, charge and spin in kcal/mol: 0.0
Frontier orbital gap (alpha / beta) in Eh: 0.2604 / 0.2603



C5H5N | wB97M-V/def2-TZVPD

Cartesian coordinates (Å):
C1 -1.13369 -0.90208 0.49500
C2 -0.66684 0.52190 0.22951
C3 0.68378 0.65723 -0.27575
C4 1.63625 0.92181 -1.05219
C5 2.45374 0.38758 0.06178
N1 3.40711 0.06541 0.64600
H1 -0.57510 -1.32088 1.33355
H2 -0.97078 -1.53209 -0.38429
H3 -2.20059 -0.90522 0.73641
H4 -0.86382 1.20791 1.05680
H5 -1.18446 0.93642 -0.64886

Total charge: 0
Energy above the lowest of the compared OMol25 structures with the same formula, charge and spin in kcal/mol: 97.0
Frontier orbital gap in Eh: 0.3679



C11H14F5N2O3 | wB97M-V/def2-TZVPD

Cartesian coordinates (Å):
O1 -0.40421 -1.30856 2.86782
C1 -1.03556 -0.30417 2.85710
O2 -0.86738 0.71509 1.97823
C2 -1.55427 1.86019 2.49775
C3 -2.63916 1.22776 3.37806
C4 -4.03776 1.03302 2.75037
F1 -4.94701 1.11958 3.72598
F2 -4.26312 2.04493 1.89215
C5 -4.31666 -0.28910 1.98396
F3 -3.25161 -0.61520 1.22583
F4 -4.56091 -1.28568 2.82346
F5 -5.36141 -0.13062 1.17613
O3 -2.04333 -0.02155 3.71854
H1 -0.86802 2.42452 3.13368
H2 -1.90583 2.49352 1.68787
H3 -2.79994 1.80311 4.29137
C6 4.11411 1.00089 -3.54269
C7 3.11808 -0.02270 -4.04612
N1 2.31191 -0.61467 -2.96125
C8 1.20004 -1.40347 -3.15581
C9 0.76175 -1.78213 -1.93161
N2 1.60938 -1.22066 -1.00690
C10 2.53644 -0.52339 -1.65459
C11 1.51232 -1.36945 0.45069
H4 4.85369 0.55813 -2.87511
H5 4.65180 1.40986 -4.39546
H6 3.61888 1.82614 -3.03032
H7 3.62362 -0.84040 -4.55887
H8 2.41461 0.42905 -4.74362
H9 0.83029 -1.61732 -4.14267
H10 -0.07086 -2.39229 -1.63014
H11 3.33286 0.02795 -1.18738
H12 1.35055 -0.39968 0.91152
H13 2.42167 -1.82680 0.83175
H14 0.66507 -2.00589 0.68029

Total charge: +1
Frontier orbital gap in Eh: 0.4160